{"formula": "C49H103Br5N13O2", "method": "ωB97M-V/def2-TZVPD", "e_tot_ev": -426143.3895, "orbital_gap_ev": 7.13, "homo_ev": -12.37, "charge": 3, "elements": ["C", "C", "N", "C", "C", "N", "C", "C", "H", "H", "H", "H", "H", "H", "H", "H", "H", "H", "H", "C", "C", "N", "C", "C", "N", "C", "C", "H", "H", "H", "H", "H", "H", "H", "H", "H", "H", "H", "C", "C", "N", "C", "C", "N", "C", "C", "H", "H", "H", "H", "H", "H", "H", "H", "H", "H", "H", "C", "C", "N", "C", "C", "N", "C", "C", "H", "H", "H", "H", "H", "H", "H", "H", "H", "H", "H", "C", "C", "N", "C", "C", "N", "C", "C", "H", "H", "H", "H", "H", "H", "H", "H", "H", "H", "H", "C", "C", "C", "C", "N", "C", "C", "C", "C", "C", "H", "H", "H", "H", "H", "H", "H", "H", "H", "H", "H", "H", "H", "H", "H", "H", "H", "H", "H", "H", "C", "N", "C", "C", "C", "C", "O", "H", "H", "H", "H", "H", "H", "H", "H", "H", "H", "H", "H", "H", "H", "C", "N", "C", "C", "C", "C", "O", "H", "H", "H", "H", "H", "H", "H", "H", "H", "H", "H", "H", "H", "H", "Br", "Br", "Br", "Br", "Br"], "positions_angstrom": [[12.05895, -33.27152, 7.38965], [11.03487, -34.31386, 7.85409], [9.67850, -33.74126, 7.91166], [8.82108, -33.85362, 8.97377], [7.70642, -33.17349, 8.61087], [7.87911, -32.70399, 7.34861], [9.09992, -33.05765, 6.93987], [6.94962, -31.90117, 6.58966], [11.65774, -32.27712, 7.60957], [12.31001, -33.20449, 6.33110], [12.98783, -33.41651, 7.93651], [11.28710, -34.68519, 8.83887], [10.98928, -35.07405, 7.07679], [9.11099, -34.46973, 9.81136], [6.80732, -32.95122, 9.15704], [9.50026, -32.86520, 5.96071], [6.88693, -30.90897, 7.06564], [5.92635, -32.22804, 6.76653], [7.23625, -31.65896, 5.57530], [7.04009, -41.30192, 3.39978], [6.85208, -40.96944, 4.86804], [7.77829, -39.92041, 5.33641], [9.11980, -39.85495, 5.02957], [9.58076, -38.73247, 5.64838], [8.54234, -38.19894, 6.34879], [7.47632, -38.98228, 6.22919], [8.52396, -36.92363, 7.02544], [6.43189, -42.16203, 3.12127], [8.04586, -41.71448, 3.27073], [6.90990, -40.48959, 2.69256], [7.09573, -41.85153, 5.46388], [5.84916, -40.62622, 5.11026], [9.59346, -40.58915, 4.40840], [10.51478, -38.20190, 5.59860], [6.49068, -38.88527, 6.66626], [8.10828, -36.97889, 8.02080], [8.00561, -36.19512, 6.40033], [9.53413, -36.52849, 7.08655], [2.92679, -40.31449, 11.97817], [3.47638, -41.39050, 12.91306], [3.43874, -42.70494, 12.29281], [2.41069, -43.61043, 12.33835], [2.80576, -44.69499, 11.63698], [4.02896, -44.41328, 11.10360], [4.37972, -43.19467, 11.50326], [4.83078, -45.22166, 10.17653], [3.31036, -40.41313, 10.96240], [3.26660, -39.33139, 12.30091], [1.83833, -40.33643, 11.98270], [3.03574, -41.37366, 13.90853], [4.50936, -41.13328, 13.17550], [1.49209, -43.45224, 12.87393], [2.26816, -45.59917, 11.40992], [5.30267, -42.68080, 11.28002], [5.45574, -44.53260, 9.62092], [4.13395, -45.74490, 9.53003], [5.43819, -45.91740, 10.74921], [1.79189, -31.25883, 15.24862], [3.10155, -31.92447, 15.66179], [4.02304, -32.03987, 14.53160], [4.93385, -31.10378, 14.12414], [5.47890, -31.57633, 12.96464], [4.74726, -32.65708, 12.59832], [3.91290, -32.97200, 13.58828], [5.11314, -33.58303, 11.51228], [1.24777, -31.10619, 16.18646], [1.15075, -31.89843, 14.64828], [1.95350, -30.26130, 14.84642], [2.94055, -32.90354, 16.10935], [3.61669, -31.34474, 16.42690], [5.17252, -30.22755, 14.69821], [6.30983, -31.17840, 12.41044], [3.30583, -33.85831, 13.64537], [4.94587, -34.60964, 11.80986], [6.16337, -33.45175, 11.26758], [4.49252, -33.30854, 10.65949], [2.62157, -39.36956, 17.18254], [2.82514, -38.97081, 18.62960], [4.13480, -39.38001, 19.15838], [5.29707, -38.78668, 18.75075], [6.29424, -39.37202, 19.47472], [5.73265, -40.41404, 20.15628], [4.41631, -40.43880, 19.90110], [6.45820, -41.42870, 20.89621], [3.09929, -38.70761, 16.46146], [1.55334, -39.26121, 16.96704], [2.84010, -40.42387, 17.01020], [2.10695, -39.40992, 19.32438], [2.70665, -37.89343, 18.74139], [5.29652, -37.82888, 18.25695], [7.32405, -39.10655, 19.62854], [3.78571, -41.20891, 20.30953], [7.49750, -41.15563, 21.03804], [6.39564, -42.40647, 20.42150], [6.01857, -41.57324, 21.88379], [7.94612, -38.67356, 15.80777], [9.11713, -37.74464, 15.45664], [9.38053, -36.63417, 16.47269], [8.14531, -35.88033, 16.85195], [8.42324, -34.59493, 17.60647], [7.12836, -34.02658, 18.12745], [6.67041, -33.07287, 17.05441], [7.95346, -32.37845, 16.67745], [8.91695, -33.55058, 16.59883], [9.40324, -34.73200, 18.71392], [7.57102, -39.26197, 14.96483], [7.07926, -38.13496, 16.19818], [8.25200, -39.43664, 16.52893], [8.86050, -37.29512, 14.49561], [10.02317, -38.30910, 15.23546], [10.16622, -36.07990, 15.94261], [9.87968, -37.03832, 17.35926], [7.47240, -36.46975, 17.47776], [7.47866, -35.54387, 16.05541], [7.35832, -33.45496, 19.02905], [6.35116, -34.72914, 18.42785], [5.93319, -32.39466, 17.48624], [6.16839, -33.58926, 16.23592], [8.33385, -31.58236, 17.31981], [7.84299, -31.87308, 15.71616], [9.95175, -33.27696, 16.80508], [8.96973, -33.91387, 15.57035], [10.31639, -35.17530, 18.34220], [8.92257, -35.32688, 19.49104], [9.55054, -33.75346, 19.16425], [6.63298, -36.57297, 10.59397], [6.89865, -37.85283, 11.36024], [6.94236, -39.01492, 10.42548], [8.24901, -37.82426, 12.08558], [5.74167, -38.04457, 12.29124], [5.50148, -36.89848, 13.26345], [4.54233, -37.40020, 14.19229], [5.82245, -36.75954, 9.89317], [7.60192, -36.37532, 10.13119], [6.54805, -35.78715, 11.34003], [7.04851, -39.89096, 11.06047], [7.81926, -38.93923, 9.78275], [5.99838, -39.07928, 9.88608], [8.50571, -38.80754, 12.47062], [8.03565, -37.09928, 12.86165], [8.97080, -37.46566, 11.35698], [5.93924, -38.97273, 12.83323], [4.85386, -38.17087, 11.67120], [5.03261, -36.05903, 12.75125], [6.38605, -36.59485, 13.82595], [4.62540, -36.85379, 15.00429], [10.96255, -42.13772, 11.23622], [10.24659, -42.87051, 10.16425], [11.08528, -44.09735, 9.85466], [8.97806, -43.36834, 10.70051], [9.99370, -42.04833, 8.94156], [11.23026, -41.32877, 8.43394], [12.19190, -42.32737, 8.01041], [10.33433, -41.32573, 11.60059], [11.94352, -41.77742, 10.93589], [11.15307, -42.80305, 12.07814], [12.11203, -43.78563, 9.74420], [10.64051, -44.65353, 9.03605], [10.95752, -44.72188, 10.73841], [8.23561, -42.60452, 10.91998], [9.12794, -44.01748, 11.55770], [8.51685, -43.98900, 9.92378], [9.21413, -41.32043, 9.17121], [9.67634, -42.74910, 8.17059], [11.74468, -40.66819, 9.12475], [10.99756, -40.74593, 7.54257], [11.98452, -42.56099, 7.10033], [4.38055, -35.46404, 16.83224], [7.44423, -41.57502, 13.19872], [4.89994, -36.75031, 7.47074], [10.86903, -37.89152, 9.36162], [8.51061, -34.15212, 12.75796]], "forces_ev_per_a": [[-0.105, 0.839, 0.413], [0.286, 0.526, -1.340], [0.448, -0.312, 0.023], [0.304, -0.145, -0.308], [-0.743, -0.080, 0.841], [0.897, -0.120, -0.843], [-0.434, 0.047, -0.129], [-1.036, 1.923, 1.341], [0.325, 0.011, 0.356], [-0.253, -0.633, -0.085], [0.018, 0.122, -0.034], [-0.175, -0.390, -0.061], [0.148, -0.547, 0.567], [-0.219, 0.365, 0.349], [-0.017, -0.181, -0.032], [0.125, 0.106, 0.027], [0.432, -0.106, -0.009], [0.132, -0.708, -0.757], [0.043, -0.817, -0.228], [0.714, -0.746, 0.064], [0.211, -0.054, 0.196], [0.094, -0.932, 0.319], [-0.193, 0.658, 0.006], [0.278, -0.022, -0.405], [-0.553, -0.118, 0.776], [-0.225, -0.075, -1.094], [0.608, 1.347, -0.363], [-0.430, 0.284, 0.059], [0.069, 0.282, -0.119], [-0.206, 0.157, 0.151], [-0.319, -0.098, -0.041], [-0.040, -0.031, -0.032], [0.103, 0.139, -0.181], [0.165, -0.260, 0.111], [0.029, 0.646, 0.103], [-0.169, -0.133, -0.056], [-0.585, -0.255, 0.170], [0.179, -0.574, 0.293], [-0.137, 0.047, 0.323], [0.972, 1.409, 0.139], [-0.287, -0.077, 0.120], [-0.147, -0.299, 0.471], [-0.687, -0.371, -0.358], [0.524, 0.540, -0.261], [0.537, 0.151, 0.230], [-0.427, 0.066, 0.556], [-0.099, -0.285, -0.043], [-0.261, -0.069, 0.329], [-0.019, 0.118, -0.276], [-0.659, -0.453, -0.273], [0.205, -0.475, -0.475], [0.064, 0.134, 0.089], [0.080, -0.052, 0.057], [0.085, -0.067, 0.103], [0.058, -0.121, -0.197], [0.204, -0.089, -0.180], [0.022, -0.101, -0.114], [0.022, -0.002, 1.298], [-0.221, 0.297, 0.213], [-0.771, -0.254, -0.302], [0.736, -0.437, -0.141], [-0.295, 1.428, 0.370], [0.937, -1.769, 0.244], [0.219, 0.350, 0.128], [-0.524, 0.861, -0.489], [-0.096, 0.034, -0.112], [0.193, 0.113, -0.381], [-0.051, -0.131, -0.391], [0.096, -0.205, -0.260], [-0.009, 0.140, -0.089], [-0.004, -0.027, 0.110], [-0.081, -0.139, -0.227], [-0.104, 0.016, 0.002], [-0.162, 0.223, -0.018], [0.097, -0.017, 0.294], [0.011, -0.330, -0.134], [-0.977, -0.092, -0.121], [-0.399, -0.148, 0.376], [-0.339, -0.211, -1.352], [0.694, 0.919, 1.577], [-0.090, 0.006, -0.401], [-0.211, -0.318, -0.349], [0.838, 0.186, 0.771], [-0.157, -0.766, 0.855], [0.467, -0.124, 0.186], [0.032, 0.011, 0.097], [0.291, 0.073, -0.042], [-0.159, -0.159, -0.325], [0.381, 0.045, 0.035], [-0.154, -0.010, -0.446], [0.093, -0.086, -0.280], [-0.419, 0.221, -0.132], [0.002, 0.183, -0.205], [0.119, 0.171, -0.365], [-0.023, 0.289, 0.007], [0.168, -0.517, 0.100], [-1.220, -0.409, -0.452], [1.178, -0.656, -0.843], [-0.687, 0.547, 0.553], [0.095, 0.194, -0.597], [-0.506, 0.669, 0.565], [-0.541, 0.677, 0.819], [0.294, 0.340, -0.962], [0.957, 0.704, -0.575], [-0.714, -0.138, 0.358], [0.247, 0.186, -0.145], [0.039, 0.055, 0.038], [-0.078, 0.138, 0.243], [0.172, 0.394, 0.272], [0.052, -0.048, 0.323], [-0.354, 0.747, 0.418], [-0.244, -0.115, 0.036], [0.304, -0.063, 0.238], [0.392, -0.254, -0.440], [0.264, 0.059, -0.089], [0.489, -0.556, -0.421], [-0.072, 0.007, -0.024], [0.330, -0.009, -0.088], [-0.403, -0.277, 0.592], [0.231, -0.318, -0.221], [-0.084, -0.076, 0.446], [-0.487, -0.604, 0.158], [0.136, 0.060, 0.135], [0.238, -0.337, -0.081], [0.266, 0.090, -0.276], [1.763, -0.691, 0.727], [-0.044, -0.328, -0.351], [-0.236, -0.165, 0.339], [-1.493, 0.834, -0.314], [0.482, -0.269, 0.196], [-0.759, -0.611, 0.710], [0.237, -0.071, 0.023], [-0.067, 0.380, -0.069], [-0.331, 0.106, -0.592], [-0.291, 0.014, -0.207], [0.065, -0.216, 0.034], [-0.070, 0.267, -0.118], [0.113, 0.210, -0.275], [-0.276, -0.103, -0.018], [0.801, 0.096, 0.047], [0.235, -0.016, 0.145], [-0.071, 0.058, 0.127], [0.086, 0.002, -0.076], [0.385, 0.072, 0.042], [0.172, 0.228, -0.395], [-0.330, -0.097, -0.106], [0.183, 0.612, 0.901], [0.878, -0.656, 0.182], [-0.564, -0.063, 0.938], [-1.532, -0.853, -0.725], [0.393, 0.789, -0.032], [0.894, -0.921, -1.034], [-0.172, 0.325, 0.129], [0.034, 0.077, -0.155], [-0.224, 0.050, -0.426], [-0.319, -0.211, -0.135], [0.043, -0.237, -0.419], [0.280, 0.270, -0.364], [0.324, -0.036, 0.012], [0.554, 0.375, 0.350], [0.175, 0.332, 0.198], [0.216, -0.081, -0.078], [-0.055, -0.083, 0.096], [-0.271, 0.025, 0.038], [-0.354, 0.061, 0.153], [-0.458, 0.341, 0.334], [0.210, -0.043, 0.001], [-0.247, -0.452, -0.106], [-0.330, 0.053, -0.193], [0.268, -0.210, 0.096], [-0.339, -0.110, -0.081], [-0.333, -0.006, 0.085]], "mulliken_charge": [-1.329, -0.105, 0.315, -0.427, -0.799, 0.224, -0.334, -0.831, 0.354, 0.370, 0.368, 0.359, 0.200, 0.582, 0.575, 0.454, 0.401, 0.333, 0.326, -1.268, -0.274, 0.300, -0.594, -0.451, 0.443, -0.107, -0.438, 0.399, 0.363, 0.327, 0.212, 0.384, 0.499, 0.484, 0.125, 0.002, 0.498, -0.130, -0.754, -0.260, 0.333, -0.296, -0.500, 0.184, -0.003, -0.820, 0.333, 0.094, 0.417, 0.312, -0.110, 0.454, 0.431, 0.209, 0.312, 0.359, 0.302, -1.252, -0.456, 0.388, -0.663, -0.272, 0.231, -0.174, -0.184, 0.439, 0.339, 0.341, 0.182, 0.345, 0.519, 0.491, 0.471, -0.137, -0.281, 0.345, -0.901, -0.653, 0.168, -0.322, -0.291, 0.054, -0.097, -0.842, 0.162, 0.459, 0.362, 0.402, 0.299, 0.229, 0.518, 0.434, 0.300, 0.357, 0.354, -0.116, 0.084, -0.943, -0.148, 0.828, -0.988, 0.398, -0.793, -0.169, -1.135, -0.413, -0.079, 0.452, -0.405, 0.569, 0.402, 0.462, -0.067, 0.084, 0.467, 0.200, 0.392, -0.356, 0.349, 0.395, 0.421, -0.226, 0.338, 0.332, 0.478, 1.306, 1.667, -0.532, 0.992, -0.641, 1.448, -0.455, -0.467, -0.524, -0.989, -0.006, -0.078, 0.455, 0.104, -0.956, -0.387, -0.231, 0.297, -0.335, -0.113, -0.180, -0.756, 0.352, -0.935, -0.864, 0.045, -0.494, -0.521, 0.253, 0.405, 0.378, 0.416, 0.323, 0.428, -0.043, 0.387, 0.424, 0.015, 0.288, 0.229, 0.121, 0.334, -0.718, -0.673, -0.749, -0.692, -0.615]}